[1]
{
  "formula": "C4H15NO2",
  "method": "ωB97M-V with the def2-TZVPD basis set",
  "e_above_lowest_ev": 2.1527,
  "gap_ev": 8.631,
  "smiles": "CNC(C)C.O.O",
  "homo_ev": -8.275,
  "elements": ["H", "C", "H", "H", "H", "H", "C", "H", "H", "H", "C", "H", "O", "H", "O", "H", "H", "H", "C", "H", "H", "N"],
  "coordinates": [[-0.986, 0.625, -0.938], [-1.069, -0.279, -1.477], [-1.209, -1.518, 0.946], [0.200, 3.097, -0.121], [0.862, -0.675, -2.018], [2.157, 0.035, -0.165], [-0.301, -2.057, 1.013], [0.969, 4.119, -0.937], [-1.745, 1.732, 1.864], [-1.973, -0.735, -1.105], [0.682, -1.533, -0.047], [-1.873, 1.487, 0.448], [-1.129, 1.726, 1.073], [-1.358, -0.126, -2.588], [1.084, 3.313, -0.453], [-0.433, -3.180, 1.017], [1.408, -2.307, -0.226], [0.058, -1.892, 2.175], [1.552, -0.407, 0.560], [0.961, 0.452, 0.879], [2.005, -0.766, 1.491], [0.139, -1.111, -1.390]],
  "atomic_forces_ev_per_a": [[0.30, 1.40, 0.09], [-0.14, -0.98, -1.97], [-1.23, 0.20, -0.02], [0.25, -0.09, 0.12], [-0.83, -0.82, 1.42], [1.76, 0.21, -1.03], [1.38, -1.11, 2.42], [-0.03, 0.66, -0.41], [1.64, 0.27, -0.57], [-0.12, -0.80, 0.42], [0.90, 1.48, 0.11], [1.57, 0.32, 0.27], [-3.36, -0.36, 0.49], [0.87, 0.11, 1.73], [-0.23, -0.64, 0.38], [-0.25, 1.29, -0.54], [0.08, -0.63, -0.51], [-0.45, -0.02, -3.05], [-2.10, -0.15, 1.42], [-0.49, -0.11, 0.09], [0.60, 0.06, -0.47], [-0.12, -0.29, -0.37]],
  "lowdin_charge": [0.013, -0.150, 0.027, 0.001, 0.120, 0.048, -0.075, 0.017, 0.083, 0.058, -0.424, 0.058, -0.096, 0.111, -0.058, 0.079, 0.108, 0.128, -0.081, 0.048, 0.077, -0.092]
}

---

[2]
{
  "formula": "C4H15NO3",
  "method": "ωB97M-V with the def2-TZVPD basis set",
  "e_above_lowest_ev": 1.3859,
  "multiplicity": 2,
  "gap_ev": [2.755, 9.787],
  "homo_ev": [0.605, -6.540],
  "charge": -1,
  "elements": ["H", "O", "C", "C", "H", "H", "N", "H", "H", "H", "H", "O", "C", "H", "H", "H", "H", "C", "H", "H", "O", "H", "H"],
  "coordinates": [[2.166, 1.704, -0.262], [2.410, -1.702, -2.579], [1.235, 1.816, -0.826], [0.041, 0.091, 0.509], [1.160, 1.006, 3.796], [-0.684, 2.015, 0.362], [-2.308, 0.226, 1.358], [0.787, -0.640, 0.201], [-0.205, 1.338, 2.980], [3.319, -1.499, -2.288], [-1.270, -1.540, 1.054], [0.262, 1.398, 3.812], [0.128, 1.347, 0.096], [-0.822, -2.842, -2.535], [-2.195, 1.109, 0.858], [-0.713, -0.677, 2.397], [-3.084, -0.141, 0.832], [-1.055, -0.514, 1.362], [1.211, 2.912, -0.883], [-0.664, -1.541, -3.407], [-1.303, -2.127, -2.982], [1.336, 1.330, -1.790], [2.167, -1.074, -3.288]],
  "atomic_forces_ev_per_a": [[0.18, -0.48, -0.32], [-0.31, -0.39, 0.33], [0.36, 1.15, 1.66], [-0.15, -0.78, 0.26], [-1.11, 0.29, -0.73], [0.16, 0.37, -0.09], [-0.39, 1.64, 0.10], [0.18, 0.22, -0.01], [0.51, -0.34, -0.48], [-0.11, 0.25, -0.33], [0.21, 0.02, -0.42], [0.64, 0.13, 1.25], [-0.06, -0.70, -0.63], [0.26, 0.57, -0.35], [0.26, -0.14, 0.48], [0.05, 0.40, -0.08], [0.15, -1.05, -0.02], [-0.38, -0.53, -0.32], [-0.32, -0.14, -0.63], [0.39, -0.23, 0.21], [-0.58, -0.30, 0.15], [-0.23, -0.09, -0.09], [0.32, 0.13, 0.06]],
  "lowdin_charge": [0.052, -0.345, -0.181, -0.141, 0.052, 0.081, -0.016, 0.086, -0.009, -0.060, 0.100, -0.078, -0.187, 0.002, 0.037, 0.088, 0.056, -0.304, 0.054, -0.030, -0.181, 0.017, -0.089]
}

---

[3]
{
  "formula": "C4H15NO3",
  "method": "ωB97M-V with the def2-TZVPD basis set",
  "e_above_lowest_ev": 0.7568,
  "gap_ev": 9.855,
  "smiles": "CNC[C@@H](C)O.O.O",
  "homo_ev": -9.128,
  "elements": ["H", "O", "H", "C", "H", "H", "H", "C", "H", "H", "H", "H", "C", "H", "H", "C", "N", "H", "O", "H", "H", "O", "H"],
  "coordinates": [[-1.245, -1.483, 2.821], [-0.411, 1.094, -0.880], [1.463, -1.205, 0.524], [0.546, -0.749, 0.150], [0.044, -1.395, -0.577], [-2.470, -0.621, -2.909], [0.555, -1.324, 3.012], [-0.279, -1.430, 2.319], [-1.875, -0.260, -1.422], [1.042, -0.587, -2.476], [-0.872, 1.687, 1.533], [-0.175, -2.427, 1.867], [0.876, 0.514, -0.649], [0.252, 2.591, 2.049], [-1.198, -0.141, 0.998], [1.564, 0.209, -1.962], [-0.268, -0.390, 1.302], [1.642, 1.130, -2.539], [-2.136, -0.924, -2.069], [-0.450, 2.043, -1.012], [2.594, -0.132, -1.816], [-0.663, 2.602, 1.764], [1.464, 1.198, -0.026]],
  "atomic_forces_ev_per_a": [[0.19, 0.37, 0.33], [-0.73, -0.35, -0.24], [0.01, -0.11, -0.20], [0.18, 1.00, -0.25], [-0.06, -0.49, 0.28], [0.07, 0.83, 0.20], [-0.15, 0.19, 0.20], [-0.33, -0.74, -0.51], [-0.07, 0.67, -0.90], [-0.30, 0.07, -0.40], [0.50, 0.08, 0.13], [0.06, 0.01, -0.03], [-0.10, 0.16, 0.36], [0.08, -0.20, 0.06], [-0.10, -0.34, -0.04], [0.69, 0.20, 0.41], [0.16, -0.11, 0.16], [-0.22, -0.15, -0.30], [0.06, -1.49, 0.57], [0.55, 0.10, 0.14], [-0.10, 0.00, 0.20], [-0.40, 0.37, -0.11], [0.02, -0.05, -0.07]],
  "lowdin_charge": [0.080, -0.075, 0.131, -0.198, 0.117, 0.031, 0.076, -0.120, 0.001, 0.078, -0.008, 0.076, -0.418, 0.029, 0.095, -0.044, -0.132, 0.081, -0.061, 0.105, 0.085, -0.068, 0.141]
}

---

[4]
{
  "formula": "C4H15NO3",
  "method": "ωB97M-V with the def2-TZVPD basis set",
  "e_above_lowest_ev": 2.8738,
  "gap_ev": 9.250,
  "smiles": "CC(C)=CN.O.O.O",
  "homo_ev": -8.847,
  "elements": ["H", "C", "O", "H", "O", "N", "H", "H", "H", "H", "H", "H", "H", "H", "H", "O", "C", "H", "C", "H", "C", "H", "H"],
  "coordinates": [[0.127, -1.623, 2.125], [-1.070, 0.344, -1.540], [0.140, 1.544, 2.816], [0.397, -1.722, -0.648], [2.741, 1.441, -0.785], [-0.127, -2.025, 1.287], [-0.674, -2.840, 1.199], [-0.971, -0.339, -2.317], [3.138, 1.201, 0.090], [2.497, -1.575, -2.528], [-0.761, 1.435, 2.818], [-1.852, -0.134, 1.736], [-1.578, 1.535, 1.310], [1.327, -0.877, -2.190], [0.534, 1.008, 2.194], [1.644, -1.522, -2.820], [-1.156, -0.279, -0.179], [2.783, 2.337, -1.042], [-0.296, -1.279, 0.043], [-2.936, 0.745, 0.636], [-1.903, 0.558, 0.989], [-0.186, 1.069, -1.516], [-1.819, 1.000, -1.677]],
  "atomic_forces_ev_per_a": [[0.01, 0.75, 1.88], [3.22, 0.93, 2.22], [2.43, 2.59, 2.77], [-0.46, 0.19, -1.09], [-0.08, -2.82, 1.00], [-0.21, 0.38, -3.27], [-0.28, -0.91, 0.99], [0.17, -1.16, -1.41], [-0.44, 1.21, -1.35], [3.92, -0.65, 0.77], [-2.89, -0.65, -0.06], [-0.48, -1.49, 2.60], [0.78, 0.12, -0.71], [-0.68, 0.50, 0.02], [0.95, -1.87, -2.25], [-3.13, 0.28, -0.87], [1.18, 1.95, 0.84], [0.47, 1.53, 0.34], [-0.30, -0.47, 2.50], [0.29, -0.45, 0.36], [-0.68, -0.81, -4.17], [-0.68, -1.07, -0.26], [-3.12, 1.92, -0.85]],
  "lowdin_charge": [0.029, -0.069, 0.010, 0.084, -0.056, 0.030, 0.058, 0.059, 0.066, -0.015, -0.037, 0.022, 0.058, -0.007, -0.014, -0.012, -0.250, 0.009, -0.159, 0.086, -0.028, 0.110, 0.027]
}

---

no.,maximum force (eV/Å)
1,3.42
2,2.05
3,1.60
4,4.50